Below is 2 unconnected molecules or ions with the total composition C22H24N4O6 in a non-equilibrium geometry, with properties calculated with the ωB97M-V functional and the def2-TZVPD basis.

As for the HOMO energy: -8.4 eV. The calculation puts the largest force on an atom at 2.7 eV Å⁻¹. The structure (SMILES) is CNC(=O)[C@H](Cc1ccc(O)cc1)NC(C)=O.O=C(O)Cc1n[nH]c(=O)c2ccccc12. For the energy above the lowest of the compared OMol25 structures with the same formula, charge and spin, the calculation gives 0.6927 eV.

Geometry as XYZ:
```
56
Properties=species:S:1:pos:R:3:forces:R:3:mulliken_charge:R:1
O 4.5911 1.8982 -1.0845 -0.3 -0.4 0.0 -0.699
O -1.9709 2.2479 -2.5394 -0.3 0.5 1.2 -0.606
O -0.5936 1.7670 3.1401 -0.3 0.8 -0.3 -0.572
O -8.1267 0.3309 -2.7804 0.2 -0.2 0.0 -0.703
O -2.3182 3.2925 -0.5631 -0.2 -0.8 -0.3 -0.439
O 4.4559 -1.0329 2.3780 -0.3 0.4 0.1 -0.688
N -6.3764 1.5743 -2.1618 1.4 -1.4 0.6 -0.054
N -5.0936 1.7418 -1.6883 0.8 -1.0 0.1 -0.623
N 4.7784 1.4197 1.0953 0.1 -0.5 0.9 0.045
N 5.0424 -1.4469 0.2299 0.3 0.4 -0.9 -0.156
C -4.8016 -3.1148 -1.1552 0.1 0.7 0.0 -0.705
C -2.9581 0.9292 -0.8565 -0.3 0.6 0.7 -0.161
C 2.8184 -0.7513 -0.6662 -0.7 0.5 0.2 -1.841
C -4.3599 0.6890 -1.3593 -2.4 0.7 -0.9 0.250
C -4.9311 -0.6917 -1.4482 0.3 0.2 0.1 0.757
C -6.9858 0.3512 -2.3362 -1.4 0.4 -0.4 0.316
C 0.5065 1.8054 1.0122 0.3 -0.7 0.2 -1.015
C -6.8135 -2.1303 -2.0600 0.2 -0.2 0.1 -0.476
C 5.9248 -2.8414 1.9899 -0.1 -0.1 -0.1 -1.404
C 0.7299 -0.1257 2.4900 0.4 0.4 -1.2 -0.849
C -2.3823 2.2277 -1.3921 0.5 -0.5 -1.7 0.394
C -4.2254 -1.8445 -1.0448 -0.3 -0.4 -0.1 -0.521
C 4.5652 1.0701 -0.1775 0.5 0.8 -0.4 0.167
C -6.2435 -0.8521 -1.9500 0.9 -0.1 0.4 0.089
C 1.8915 -0.0909 0.3416 -0.2 0.0 0.2 0.583
C 4.3182 -0.4114 -0.5412 -0.1 -0.4 0.2 0.348
C 5.0240 2.7870 1.5462 -0.2 -0.2 -0.6 -1.023
C 0.2027 1.1558 2.2256 0.8 -0.9 -0.4 0.849
C 1.3520 1.1837 0.0730 -0.4 -0.5 1.2 -0.191
C -6.0929 -3.2590 -1.6656 -0.2 0.6 -0.1 -0.432
C 1.5658 -0.7478 1.5436 -0.5 1.2 -0.1 -0.306
C 5.0663 -1.6819 1.5430 0.0 -0.4 1.0 0.824
H 5.7224 -3.0455 3.0410 0.0 0.1 -0.2 0.350
H -6.9248 2.3780 -2.4565 0.6 -0.1 0.3 0.305
H -6.5375 -4.2463 -1.7526 0.0 0.2 0.0 0.388
H -0.6002 1.3010 3.9762 0.1 -0.3 0.1 0.296
H 0.0980 2.7863 0.8222 -0.1 0.1 0.0 0.469
H 1.6050 1.6961 -0.8466 0.0 0.0 0.0 0.549
H -2.9681 0.9632 0.2346 0.0 -0.1 0.1 0.310
H -2.2930 0.1226 -1.1659 0.0 0.2 -0.1 0.283
H 5.2764 2.7921 2.6072 -0.1 -0.2 -0.1 0.366
H 4.7114 -0.4982 -1.5548 0.2 0.1 0.2 0.401
H 5.8461 3.2228 0.9747 -0.1 0.0 0.1 0.319
H 2.6856 -1.8334 -0.6231 0.2 0.0 0.0 0.523
H -3.2224 -1.7811 -0.6355 -0.1 0.1 -0.1 0.394
H 5.6888 -3.7240 1.3985 0.2 -0.1 0.0 0.393
H -7.8226 -2.2427 -2.4508 0.2 0.2 0.1 0.460
H 4.6756 0.6920 1.7951 -0.1 0.1 0.0 0.196
H 5.6082 -2.0694 -0.3222 0.0 0.1 -0.1 0.285
H -4.2419 -3.9919 -0.8423 0.0 0.2 0.0 0.398
H 4.1273 3.3879 1.3847 0.1 0.1 0.0 0.291
H 0.5029 -0.6257 3.4184 -0.1 -0.1 0.2 0.327
H -1.9472 4.0059 -1.1036 0.0 0.1 0.0 0.371
H 2.4927 -0.4388 -1.6595 0.1 0.0 0.0 0.461
H 1.9842 -1.7214 1.7561 0.0 0.0 0.0 0.378
H 6.9737 -2.5783 1.8667 0.1 -0.1 0.0 0.329
```
Positions in Å, forces in eV/Å.


Below is a molecular structure, C28H28N7O2Pt, with properties calculated with the ωB97M-V functional and the def2-TZVPD basis.

As for the HOMO energy: -9.2 eV. The calculation puts the largest force on an atom at 0.7 eV Å⁻¹. The total charge is +1. For the energy above the lowest of the compared OMol25 structures with the same formula, charge and spin, the calculation gives 0.0000 eV.

Geometry as XYZ:
```
66
Properties=species:S:1:pos:R:3:forces:R:3:mulliken_charge:R:1
Pt -0.7565 -0.9738 -0.5713 -0.1 0.1 -0.4 1.240
O -0.6328 1.0659 -0.6183 0.1 -0.1 -0.1 -1.110
O 1.2650 -0.8438 -0.4910 0.0 -0.1 0.0 -1.293
N 0.6217 2.1809 4.2037 0.1 0.0 -0.2 -0.613
N -0.3656 -1.4615 2.0082 0.2 -0.3 0.5 -0.481
N -3.3316 0.1278 4.8982 0.0 0.0 0.0 -0.500
N 3.0128 0.8673 0.3550 -0.1 0.2 -0.1 0.302
N 0.9792 3.7011 -0.3738 0.0 0.0 0.2 0.084
N -2.7635 -0.8799 -0.5997 0.1 -0.2 0.0 0.006
N -0.6870 -2.9767 -0.6750 -0.1 0.2 -0.1 -0.152
C -1.4964 1.8287 -1.1761 0.0 0.0 0.1 0.780
C -1.9537 -3.6955 -0.8113 -0.1 0.0 0.0 -0.848
C -3.3847 0.1535 -1.0146 -0.1 0.2 0.0 -0.010
C 2.3787 2.9652 1.4875 0.0 0.0 0.0 -0.949
C -2.8932 -3.2236 0.2887 0.0 0.0 0.0 -0.776
C 2.0621 -1.8127 -0.1817 -0.1 0.0 -0.1 0.621
C 1.7205 -3.1848 -0.2778 -0.2 0.0 0.0 0.757
C -3.6396 -1.9643 -0.0871 0.0 0.0 0.0 -0.875
C 0.0741 3.8257 -1.3020 0.0 0.1 -0.1 -0.453
C -1.0069 0.2392 3.8063 0.0 -0.1 0.1 -0.113
C -0.6449 -0.7233 2.8603 -0.1 0.2 -0.2 0.361
C -2.2792 0.1746 4.4267 0.1 0.1 -0.1 0.093
C 0.9732 2.9796 0.9113 0.0 -0.1 0.0 0.176
C 0.3835 -3.6610 -0.5769 0.2 -0.1 0.1 0.048
C -3.3250 3.5196 -2.6317 -0.1 0.0 -0.1 -0.086
C -1.1449 3.1607 -1.5709 -0.1 -0.1 0.0 0.766
C -0.1098 1.2973 4.0456 -0.2 0.1 0.0 0.284
C 3.3785 -1.5069 0.2640 0.0 0.0 0.0 0.343
C 3.9954 -3.8589 0.3667 0.0 -0.1 0.0 -0.016
C 4.3089 -2.5307 0.5210 0.0 0.0 0.0 -0.647
C -4.2849 4.3565 -3.4357 0.0 -0.1 0.0 -1.629
C 3.7701 -0.1683 0.5161 0.1 -0.1 0.1 0.190
C 4.9854 -4.9579 0.6506 -0.1 0.0 0.0 -1.649
C 2.6852 -4.1482 -0.0265 0.1 -0.1 0.0 -0.557
C 3.4091 2.2444 0.6260 0.0 0.0 0.1 -0.738
C -2.0494 3.9263 -2.3520 0.1 0.0 0.0 -1.051
C -2.8345 1.4209 -1.4607 0.1 -0.2 0.0 0.326
C -3.6968 2.2641 -2.1343 -0.1 0.1 -0.1 -0.483
H -2.3675 -3.4915 -1.8018 0.0 0.0 0.0 0.323
H 4.7693 0.0132 0.9039 0.0 0.0 0.0 0.417
H 0.2994 3.4998 1.5932 0.0 0.0 0.0 0.282
H 2.3973 -5.1906 -0.1285 0.0 0.0 0.0 0.427
H -4.1680 -1.5826 0.7868 0.0 0.0 0.0 0.466
H -4.7141 1.9220 -2.3010 0.0 0.0 0.0 0.437
H 0.2929 4.6446 -1.9825 0.0 0.0 0.0 0.420
H -3.6319 -3.9970 0.4993 0.0 0.0 0.0 0.407
H 4.3667 2.2315 1.1443 0.0 0.0 0.0 0.489
H 5.3011 -2.2514 0.8613 0.0 0.0 0.0 0.404
H -4.3786 -2.1856 -0.8607 0.0 0.0 0.0 0.490
H 2.7339 3.9875 1.6485 0.0 0.0 0.0 0.414
H -2.3120 -3.0598 1.1981 0.0 0.0 0.0 0.243
H -3.9720 5.3988 -3.4602 0.0 0.0 0.0 0.376
H 4.8486 -5.3571 1.6571 0.0 0.0 0.0 0.322
H -1.7737 -4.7676 -0.7308 0.0 0.0 0.0 0.497
H 3.5627 2.7449 -0.3341 0.0 0.0 0.0 0.283
H -5.2891 4.3142 -3.0149 0.0 0.0 0.0 0.383
H 6.0083 -4.5925 0.5739 0.0 0.0 0.0 0.395
H 1.7264 4.3799 -0.4441 0.0 0.0 0.0 0.345
H -1.7210 4.8985 -2.7055 0.0 0.0 0.0 0.346
H -4.3437 4.0009 -4.4660 0.0 0.0 0.0 0.331
H 2.0727 0.6550 0.0009 0.0 0.0 -0.1 0.060
H -4.4740 0.1043 -1.0215 0.0 0.0 0.0 0.436
H 0.2906 -4.7422 -0.6679 0.0 0.0 0.0 0.302
H 0.5688 1.9803 0.7663 0.0 0.1 0.0 -0.383
H 2.3166 2.4976 2.4697 0.0 0.0 0.1 0.349
H 4.8681 -5.7828 -0.0516 0.0 0.0 0.0 0.389
```
Positions in Å, forces in eV/Å.


Below is a molecular structure, C32H41BF3IN2O14S2 in a non-equilibrium geometry, with properties calculated with the ωB97M-V functional and the def2-TZVPD basis.

As for the HOMO energy: -8.9 eV. The calculation puts the largest force on an atom at 13.2 eV Å⁻¹.

Geometry as XYZ:
```
96
Properties=species:S:1:pos:R:3:forces:R:3:mulliken_charge:R:1
I 1.0122 1.8454 -0.8892 -0.4 0.1 1.4 0.101
S 1.3475 0.7227 4.6617 -3.8 -1.3 12.6 1.268
S 2.9864 -1.1138 2.7341 -1.1 -1.2 0.5 -0.275
F 2.7899 1.5308 5.1650 -2.3 -1.5 -2.3 -0.299
F -3.9224 0.5795 -2.5656 1.3 -2.7 1.7 -0.362
F 5.0623 3.3661 2.1535 -2.7 -3.0 -1.4 -0.365
O 3.9125 3.1453 0.1436 0.7 -4.9 8.5 -0.389
O 1.3886 -0.6162 5.3229 1.2 3.0 -3.5 -0.528
O 0.6910 2.1089 3.0875 -2.1 4.0 0.2 0.010
O -5.9487 -0.9839 -6.2337 -0.1 -0.3 -0.7 -0.462
O 0.2169 1.5247 5.4351 4.6 -2.3 -4.3 -0.565
O 0.4349 -1.8391 1.2672 0.4 1.4 1.0 0.136
O -4.5574 -1.6236 -8.0172 -0.8 0.0 0.1 -0.484
O -7.9126 -1.2407 -7.3276 1.8 -0.1 -0.1 -0.614
O -3.8947 -2.1645 -5.7575 1.4 0.7 0.8 -0.590
O -3.7887 0.0711 -6.4766 1.2 -0.4 1.0 -0.575
O -6.2102 -2.0232 -9.5096 0.4 0.5 1.7 -0.607
O -1.9664 0.6499 -5.2671 -0.7 -1.2 -0.1 -0.623
O -2.0962 -2.0852 -4.3871 -0.5 0.6 -0.6 -0.695
O -2.4169 3.7493 1.9666 3.7 -7.2 -2.5 -0.582
N -1.6197 -1.3339 5.8308 -1.1 2.3 -5.6 -0.708
N 1.0287 0.8786 2.9068 1.2 -1.9 -2.1 1.136
C 0.9182 -1.1295 -3.8170 0.6 0.5 -0.6 -0.610
C 1.1474 3.3154 2.6741 2.2 7.7 -1.9 -0.588
C 0.2887 -5.6508 1.8957 0.8 0.7 0.1 -0.993
C 3.1476 0.2712 -4.7123 2.1 0.6 3.2 -0.567
C 2.1807 0.4760 1.9421 1.2 -2.2 -3.1 0.942
C 2.1980 4.2030 3.6327 0.1 0.1 -0.2 -0.151
C 2.5049 5.6307 2.8266 -0.6 0.1 0.1 -1.010
C -1.8250 2.6207 1.4699 -2.9 6.2 2.0 -0.352
C -0.0289 -3.0815 0.9152 -1.8 -4.6 0.0 -0.478
C -3.4298 0.0286 4.8221 0.3 -0.4 -1.6 -0.834
C 2.0655 -0.8818 -0.5658 1.7 -1.2 -1.4 1.371
C 4.5906 1.0462 -4.5571 -3.0 -1.9 4.1 -0.484
C -0.3760 0.3381 2.4321 -4.3 -4.7 -0.9 0.138
C -1.0400 -0.9068 3.3109 0.0 -2.2 1.0 -0.574
C -1.6327 1.3788 2.4645 -1.0 0.6 0.5 -0.075
C -2.8588 -1.5466 -5.1729 -0.4 -4.2 1.1 0.702
C -0.1282 -0.5427 0.9976 2.6 0.4 -0.7 0.720
C -5.8415 -1.6839 -8.3968 1.8 -1.4 -4.2 0.584
C 2.8737 -0.2071 -1.8264 2.9 1.5 -4.2 0.065
C 4.0841 2.5460 1.3257 0.6 6.2 -6.6 0.030
C -2.7939 -0.1776 -5.6133 0.3 4.6 -1.3 0.668
C -6.6936 -1.2923 -7.3047 -3.7 1.1 2.8 0.596
C -2.2908 0.2642 -0.6770 -2.3 -0.5 -0.1 -0.177
C 1.3467 0.1395 0.5113 -0.5 -0.5 -1.4 -1.110
C -1.9359 -0.6985 4.6174 -0.2 -1.8 6.1 0.194
C 2.3206 -0.3587 -3.4020 2.3 1.1 -0.2 0.345
C 1.0297 -4.2524 1.4741 0.6 0.3 -1.2 -0.233
C 3.6244 1.1581 1.9185 2.5 0.7 1.3 -0.571
C 5.1576 1.2024 -3.0274 -3.1 -1.9 -0.9 -0.631
C -1.3073 -0.8334 -0.0373 -1.5 0.4 -1.4 -0.766
C 4.3357 0.5774 -1.7253 -1.1 -0.4 -3.4 -0.443
C -3.1828 -0.5295 -1.8541 1.0 1.7 -0.1 0.357
B -4.5475 -1.1753 -6.6211 -0.6 0.1 -0.5 1.123
H 1.6880 4.4586 4.6547 0.9 -0.7 -2.0 0.503
H -0.8517 -1.3613 -1.0118 -0.7 0.9 2.5 0.019
H -4.0297 -0.2633 3.8319 1.1 1.1 2.1 0.240
H -0.7610 -1.8993 5.7546 -0.1 0.4 -0.2 0.269
H 1.7402 -3.8037 2.3011 -1.7 -1.0 -1.5 0.083
H -1.8072 1.8276 3.5596 0.7 -1.0 -2.5 0.371
H 4.0530 1.0910 3.0363 -1.0 0.6 -2.6 0.299
H -3.3474 1.1898 4.9833 -0.2 -2.3 -0.6 0.192
H 4.8723 0.7270 -0.6992 -1.2 -0.3 -2.1 0.073
H -3.1111 0.5465 0.1440 1.9 -0.2 -1.8 0.027
H -0.6369 -5.7839 1.1895 1.7 0.0 1.6 0.285
H 1.5531 3.5080 1.5668 -0.9 -1.5 2.2 -0.102
H 1.7208 -4.5062 0.5343 -1.3 0.6 2.1 0.283
H 2.7236 0.1594 -5.8229 0.8 0.1 2.9 0.267
H 1.0224 -1.4875 -4.9469 -0.2 0.8 2.5 0.452
H 3.2013 3.6602 3.8509 -1.8 0.9 -0.5 0.149
H 0.0046 -0.3755 -3.8151 1.8 -1.6 0.2 0.060
H -1.0834 -3.3382 1.4131 2.0 0.6 -0.9 0.291
H 0.0002 -5.5980 3.0403 0.3 -0.3 -2.5 0.250
H -3.9265 -1.3080 -1.3958 1.2 1.7 -1.1 0.293
H -4.0469 -0.4088 5.7097 1.8 0.6 -1.6 0.369
H -2.1350 -1.5469 0.4615 2.4 1.2 -0.9 0.224
H 0.2078 4.0703 2.6834 1.7 -2.3 0.0 0.267
H 0.7067 -2.0938 -3.1834 0.4 2.0 -1.1 0.194
H -0.1735 -3.3679 -0.2352 0.4 1.3 2.2 0.219
H -0.2222 -1.7072 3.6624 -1.6 2.0 -1.0 0.287
H 4.3466 0.3759 1.3595 -1.9 2.0 0.9 0.476
H -1.5957 2.7271 0.3261 -0.2 -0.9 2.3 0.136
H 1.0734 -6.5249 1.7284 -1.9 1.8 0.4 0.333
H 2.0405 5.6431 1.7355 1.0 -0.2 2.2 0.291
H 2.8419 -1.6349 -0.0739 -1.7 1.7 -0.7 0.089
H -2.5924 0.6865 2.2818 2.3 1.4 0.3 0.359
H 3.8777 -1.6852 1.8274 -1.0 1.1 0.1 0.327
H 6.1928 1.7541 -2.8749 -2.5 -1.3 -0.1 0.286
H 5.1380 1.4574 -5.5076 -1.1 -0.9 2.2 0.301
H -1.7504 -1.5512 2.5930 1.7 1.8 1.2 0.404
H 1.2953 -1.6104 -1.1190 1.4 1.9 1.6 -0.417
H 1.9846 6.5048 3.4209 1.1 -1.7 -1.3 0.318
H -2.4339 -0.9788 -2.6473 -1.8 0.8 1.6 -0.258
H -1.8674 1.1938 -1.2065 -0.5 -1.7 1.1 0.103
H 3.6491 5.8577 2.7257 -2.3 -0.6 0.3 0.270
```
Positions in Å, forces in eV/Å.


Below is a molecular structure, C42H31F3IOOsPSb in a non-equilibrium geometry, with properties calculated with the ωB97M-V functional and the def2-TZVPD basis.

As for the HOMO energy (alpha / beta): -15.9 / -15.9 eV. The calculation puts the largest force on an atom at 3.4 eV Å⁻¹. The total charge is +3.

Geometry as XYZ:
```
81
Properties=species:S:1:pos:R:3:forces:R:3:mulliken_charge:R:1
Os 0.7210 0.7133 -1.0171 2.3 -1.3 0.7 2.068
I -0.4010 2.9700 -0.2567 0.2 -0.1 -0.3 0.015
Sb -1.2942 -0.7541 -1.0434 -3.3 -0.4 -0.9 1.065
P 1.9013 0.8572 0.9929 0.5 1.2 0.6 0.423
F -7.2015 1.0109 -1.6611 -0.9 0.2 -0.1 -0.286
F -3.2461 -4.9966 2.9422 0.0 0.0 0.0 -0.309
F -0.5003 -3.5302 -6.4851 0.0 0.0 0.0 -0.304
O 1.4866 -0.1863 -2.7753 -1.4 1.1 0.1 -0.297
C 3.6655 -2.7514 1.6699 0.1 0.3 0.0 -0.842
C 0.9222 0.8724 -3.0633 1.4 -0.6 -0.1 0.612
C 1.5485 1.7542 2.5030 -0.5 0.1 -0.1 1.621
C 4.9331 1.5079 -1.6268 0.0 0.0 0.0 -1.217
C 3.3105 1.5774 0.1652 0.0 0.0 -0.1 1.094
C 0.3437 3.1727 4.0809 0.0 0.1 0.2 0.739
C -0.1944 -2.7893 -2.9916 0.0 0.0 -0.1 -0.571
C 2.2112 -0.8479 1.4423 -0.3 0.2 -0.8 0.451
C -1.6075 -1.9079 -5.2321 0.0 0.0 0.1 -0.737
C -5.0422 1.6634 -1.0611 -1.6 -1.0 -0.6 -0.597
C -1.8636 -2.2109 0.3239 0.3 -0.4 0.7 0.544
C -5.5509 -0.6246 -1.9080 -0.8 1.4 0.3 -0.751
C 2.2867 1.9321 4.8238 0.1 -0.1 -0.2 -1.272
C -3.7253 1.3168 -0.9340 1.0 -1.1 -0.3 -0.348
C 1.2528 2.7741 5.0935 -0.1 0.1 0.0 -0.711
C -0.6800 4.0922 4.4240 0.1 -0.1 0.1 -0.842
C 3.8039 2.8280 0.5627 -0.1 0.1 0.0 -1.107
C -1.8704 -3.5569 -0.0418 0.1 0.1 0.1 -0.603
C 3.4716 -1.4354 1.2830 0.4 -0.3 -0.3 -0.383
C -0.6987 -2.9477 -5.3124 0.0 -0.1 -0.1 0.209
C 5.4286 2.7354 -1.2089 0.0 0.0 0.0 -0.653
C -1.3988 4.1448 2.1540 -0.1 0.1 0.2 -0.644
C -4.2317 -0.9407 -1.7679 1.8 0.5 0.5 -0.439
C -3.2843 0.0213 -1.2933 -0.6 0.2 0.0 0.719
C 4.8637 3.3947 -0.1198 0.0 0.0 0.0 -0.765
C 2.6068 -3.4891 2.1900 -0.1 0.0 0.0 -0.617
C -1.5410 4.5716 3.4889 0.0 0.0 -0.2 -1.074
C -1.8074 -1.3025 -3.9991 -0.1 0.2 -0.1 -0.559
C 2.4116 1.4164 3.5244 0.2 -0.3 0.2 -0.331
C -1.1152 -1.7442 -2.8718 0.4 -0.3 -0.2 0.216
C 3.8731 0.9258 -0.9477 0.0 0.0 -0.1 -0.420
C 0.4901 2.6904 2.7506 0.0 0.1 -0.2 0.045
C 0.7904 1.4850 -4.3939 -0.2 0.4 0.3 -1.478
C -2.7990 -4.0890 2.0886 0.0 -0.1 0.0 0.230
C -2.3433 -1.8134 1.5771 0.1 0.0 -0.1 -0.823
C -0.4240 3.2472 1.8149 0.0 -0.1 0.3 0.359
C -2.8178 -2.7557 2.4705 0.0 0.0 0.0 -0.644
C 0.0145 -3.4026 -4.2147 0.1 0.0 0.1 -0.719
C -5.9473 0.6820 -1.5490 1.7 0.0 0.3 0.166
C -2.3386 -4.5076 0.8534 0.0 0.0 -0.1 -0.781
C 1.3528 -2.9075 2.3480 -0.1 0.0 0.1 -0.689
C 1.1537 -1.5922 1.9750 -0.3 -0.1 0.2 -0.491
H -2.3127 5.2837 3.7464 0.0 0.0 0.0 0.435
H 0.1956 -1.1209 2.1466 -0.1 0.0 0.0 0.595
H 5.2559 4.3524 0.1960 0.0 0.0 0.0 0.492
H 2.7640 -4.5189 2.4846 0.0 0.0 0.0 0.485
H -3.8885 -1.9373 -2.0230 -0.1 0.0 0.0 0.426
H 6.2659 3.1824 -1.7298 0.0 0.0 0.0 0.464
H 5.3828 0.9971 -2.4680 0.0 0.0 0.0 0.519
H -0.7488 4.4187 5.4543 0.0 0.0 0.0 0.453
H -3.2033 -2.4822 3.4440 0.0 0.0 0.0 0.478
H 1.0084 0.7717 -5.1863 0.0 -0.1 0.1 0.409
H 4.3031 -0.8655 0.8896 0.0 0.0 0.0 0.560
H 4.6460 -3.1993 1.5749 0.0 0.0 0.0 0.500
H -5.4321 2.6413 -0.8083 0.1 0.0 0.0 0.496
H 3.2116 0.7089 3.3370 0.0 0.0 0.0 0.508
H 2.9917 1.6444 5.5915 0.0 0.0 0.0 0.475
H 1.5145 2.3074 -4.4337 0.0 0.0 0.0 0.438
H -6.2969 -1.3204 -2.2704 0.1 0.0 0.0 0.496
H -1.5294 -3.8813 -1.0153 0.0 0.0 0.0 0.549
H 0.7134 -4.2206 -4.3318 0.0 0.0 0.0 0.504
H -2.3679 -0.7676 1.8674 0.0 0.0 -0.1 0.540
H 3.5152 -0.0479 -1.2598 0.1 -0.1 0.0 0.787
H -0.2006 1.9221 -4.5011 0.0 0.0 -0.1 0.320
H -2.1447 -1.5962 -6.1185 0.0 0.0 0.0 0.520
H -2.5221 -0.4885 -3.9384 0.0 0.0 0.1 0.516
H 0.5385 -3.4780 2.7772 0.0 0.0 0.0 0.504
H 3.3679 3.3460 1.4075 0.0 0.0 0.0 0.453
H 0.3797 -3.1342 -2.1375 0.0 0.0 0.0 0.550
H -3.0165 2.0394 -0.5589 -0.1 0.0 0.0 -0.203
H -2.3593 -5.5602 0.6030 0.0 0.0 0.0 0.513
H -2.0616 4.5582 1.4028 0.0 0.0 0.0 0.483
H 1.1110 3.1718 6.0912 0.0 0.0 0.0 0.464
```
Positions in Å, forces in eV/Å.